Computed, not measured: a molecular structure, C5H9O8RbS in a non-equilibrium geometry, with ωB97M-V with the def2-TZVPD basis set.

The geometry in XYZ format:
```
24
Properties=species:S:1:pos:R:3:lowdin_charge:R:1
Rb 33.157 4.362 -9.338 0.9746
C 32.003 4.991 -5.677 -0.4305
O 31.830 4.064 -6.757 -0.5286
H 32.121 4.457 -4.734 0.0205
H 33.013 5.402 -5.695 -0.0121
H 31.452 5.930 -5.635 0.0247
S 30.404 3.567 -11.287 0.0281
O 31.090 3.711 -12.587 -0.4861
O 31.030 2.533 -10.505 -0.5120
O 30.627 4.733 -10.492 -0.5456
O 28.970 3.206 -11.443 -0.4744
C 37.272 9.014 -6.165 -0.0272
C 36.049 8.033 -6.115 -0.3361
C 34.721 8.661 -6.707 -0.0887
O 34.512 7.986 -7.872 0.1285
C 35.398 7.058 -8.053 -0.5240
O 35.420 6.279 -8.982 0.0780
O 36.296 7.106 -7.017 0.0773
H 38.320 8.718 -6.104 0.0737
H 37.231 9.914 -5.551 0.0699
H 37.264 9.469 -7.156 0.0743
H 36.026 7.592 -5.118 0.1502
H 34.960 9.667 -7.052 0.1248
H 33.992 8.775 -5.905 0.1405
```

Lowest unoccupied orbital energy   3.53 eV
Frontier orbital gap   3.2 eV
Energy relative to the best compared isomer or geometry (same formula, charge and spin)   2.015 eV
E_tot   -1220.0442 Eh
Net charge   -2
HOMO energy   0.0123 hartree

***

Computed, not measured: a single C5H9P molecule in a non-equilibrium geometry, with ωB97M-V with the def2-TZVPD basis set.

The geometry in XYZ format:
```
15
Properties=species:S:1:pos:R:3:nbo_charge:R:1
C 1.418 -0.496 -0.970 -0.2003
C 2.018 -0.620 0.176 -0.1599
C 0.596 -0.080 0.260 -0.3239
C 0.569 1.425 0.835 -0.6261
C -1.958 -0.522 -0.782 -0.9066
P -0.836 -1.240 0.580 0.5315
H 1.379 -0.672 -2.028 0.2303
H 2.835 -0.986 0.643 0.2130
H -0.368 1.938 0.656 0.2104
H 1.376 1.866 0.209 0.2070
H 0.955 1.427 1.846 0.2126
H -2.389 0.466 -0.597 0.2222
H -2.878 -1.205 -0.770 0.2287
H -1.190 -0.680 -1.599 0.2266
H -1.528 -0.621 1.540 -0.0654
```

Lowest unoccupied orbital energy   1.05 eV
Frontier orbital gap   9.6 eV
Structure (SMILES)   CPC1(C)C=C1
Energy relative to the best compared isomer or geometry (same formula, charge and spin)   2.543 eV
E_tot   -537.1199 Eh
Net charge   0
HOMO energy   -0.3158 hartree

***

Computed, not measured: a gas-phase ion, C5HBr2O2 (charge -1) in a non-equilibrium geometry, with ωB97M-V with the def2-TZVPD basis set.

The geometry in XYZ format:
```
10
Properties=species:S:1:pos:R:3:nbo_charge:R:1
C -0.310 0.487 0.604 -0.2318
C 1.325 2.131 -0.211 0.6552
C -0.298 -0.743 0.138 -0.2856
C 0.237 1.560 -0.541 -0.4337
C -0.439 -2.106 0.277 0.5249
O 2.292 2.762 0.108 -0.5051
O 0.119 -3.095 0.706 -0.6083
Br -2.439 -2.714 -0.333 -0.3993
Br 0.027 0.851 -2.301 0.0953
H -0.513 0.868 1.553 0.1884
```

Lowest unoccupied orbital energy   2.90 eV
Frontier orbital gap   7.1 eV
Energy relative to the best compared isomer or geometry (same formula, charge and spin)   0.000 eV
E_tot   -5489.5865 Eh
Net charge   -1
HOMO energy   -0.1526 hartree